1.
# C15H58N2O30P

25 unconnected molecules or ions with the total composition C15H58N2O30P (ωB97M-V/def2-TZVPD, the Open Molecules 2025 dataset).

Results
orbital gap: 5.60 eV
energy: -3313.81603 hartree
HOMO level: -5.274 eV
2S+1: 1
net charge: -1

The geometry in XYZ format:
```
106
C15H58N2O30P ωB97M-V/def2-TZVPD
N -1.538 -5.518 0.063
P -2.536 -5.081 -1.133
C -2.998 -3.224 -1.161
C -4.524 -2.736 -0.754
C -4.979 -1.160 -0.765
C -6.518 -0.695 -0.307
O -6.723 0.624 -0.097
O -7.613 -1.670 -0.106
C -3.888 0.002 -1.242
C -2.368 -0.489 -1.643
C -1.901 -2.081 -1.587
C -0.315 -2.372 -1.981
O 0.105 -3.515 -2.548
C 0.831 -1.210 -1.730
C 2.413 -1.485 -1.384
C 3.419 -0.186 -1.172
O 4.841 -0.440 -0.822
C 2.966 1.391 -1.319
O 3.859 2.561 -1.174
C 1.372 1.669 -1.659
N 0.830 3.093 -1.820
C 0.352 0.379 -1.834
C -1.239 0.644 -2.130
O -1.755 1.724 -2.751
H -0.664 -5.894 -0.411
H -1.841 -5.341 -2.402
H -3.796 -5.836 -1.137
H -5.337 -3.541 -0.431
H -4.186 1.134 -1.272
H 2.822 -2.598 -1.266
H 4.919 -1.393 -0.486
H 3.981 2.819 -0.212
H 1.248 3.746 -1.121
H 1.089 3.421 -2.797
O -0.756 -3.969 2.732
H -0.399 -4.693 3.268
H -0.684 -4.293 1.822
O -7.305 3.262 1.894
H -7.177 2.908 2.787
H -7.157 2.499 1.316
O 5.893 -3.179 -0.931
H 6.583 -2.633 -1.335
H 6.385 -3.857 -0.444
O -1.541 4.125 0.444
H -2.004 4.787 -0.090
H -0.994 3.647 -0.197
O 0.192 -6.533 2.732
H -0.415 -6.453 1.980
H 0.184 -7.480 2.939
O 1.760 5.260 -2.736
H 1.064 5.919 -2.875
H 2.537 5.787 -2.497
O -1.139 3.632 -5.099
H -1.791 3.580 -5.813
H -1.608 3.281 -4.327
O 4.344 6.226 -3.951
H 4.701 5.501 -3.416
H 4.416 5.901 -4.862
O 1.206 3.666 2.225
H 1.185 4.368 2.892
H 0.270 3.480 2.051
O 2.706 -4.901 2.928
H 2.685 -4.199 3.596
H 1.770 -5.087 2.754
O 6.860 6.524 -2.284
H 6.164 7.183 -2.424
H 7.637 7.051 -2.046
O 4.231 0.711 -4.363
H 4.580 0.486 -3.487
H 4.650 1.560 -4.571
O -4.840 -0.531 -4.508
H -5.536 0.129 -4.648
H -4.063 -0.003 -4.269
O 3.242 5.058 4.260
H 3.413 4.123 4.073
H 4.107 5.405 4.527
O -1.258 -1.194 3.131
H -1.087 -2.130 2.944
H -0.393 -0.847 3.398
O -3.801 6.248 0.906
H -4.654 5.846 1.128
H -3.283 6.166 1.721
O -2.158 1.545 3.545
H -1.987 0.610 3.357
H -1.293 1.892 3.811
O -0.894 2.772 6.018
H -0.915 3.474 6.686
H -1.830 2.587 5.844
O -3.358 4.463 3.722
H -3.187 3.528 3.535
H -2.493 4.810 3.989
O 3.110 -5.077 -0.092
H 2.973 -5.938 -0.515
H 2.878 -5.232 0.836
O 2.151 -4.605 -4.828
H 2.491 -3.933 -5.437
H 1.620 -4.099 -4.194
O -6.502 1.552 4.653
H -5.712 1.046 4.409
H -6.724 1.225 5.538
O 5.761 -4.675 1.890
H 5.109 -4.727 1.175
H 5.292 -5.026 2.662
O 1.142 -8.228 0.878
H 1.313 -9.163 0.690
H 2.007 -7.881 1.144
```


2.
# C15H67BN2O17Ta

A molecular structure, C15H67BN2O17Ta (ωB97M-V/def2-TZVPD, the Open Molecules 2025 dataset).

Results
orbital gap: 5.82 eV
energy: -2081.92870 hartree
HOMO level: -4.010 eV
2S+1: 1
net charge: -1

The geometry in XYZ format:
```
103
C15H67BN2O17Ta ωB97M-V/def2-TZVPD
N 1.065 1.396 1.970
C 0.304 2.565 1.452
Ta -1.862 2.139 0.824
N -1.729 0.017 1.221
O -3.980 1.976 0.411
B -4.592 1.808 1.671
O -5.052 2.862 2.473
O -4.728 0.469 2.133
H 0.733 1.119 2.877
H 1.031 0.637 1.315
H 0.261 3.302 2.256
H 0.906 3.040 0.667
H -1.423 1.928 -0.992
H -2.021 3.974 0.457
H -2.357 2.412 2.614
H -2.518 -0.501 0.858
H -0.874 -0.422 0.909
H -5.048 3.662 1.969
H -5.593 0.160 1.899
C -2.621 -2.528 -1.914
O -3.536 -1.735 -1.169
H -2.526 -3.499 -1.428
H -2.994 -2.671 -2.934
H -1.647 -2.047 -1.942
H -3.602 -0.887 -1.614
C -6.283 -2.153 -3.515
O -5.243 -1.221 -3.773
H -5.842 -3.144 -3.438
H -6.783 -1.908 -2.573
H -7.013 -2.147 -4.333
H -5.642 -0.350 -3.837
C -5.127 3.143 -3.987
O -5.565 1.787 -4.058
H -5.345 3.529 -2.995
H -4.050 3.196 -4.160
H -5.655 3.748 -4.732
H -5.359 1.471 -4.939
C 0.885 -3.229 -4.272
O -0.020 -2.420 -3.531
H 0.967 -4.194 -3.774
H 0.507 -3.381 -5.288
H 1.873 -2.761 -4.315
H -0.086 -1.574 -3.977
C -6.438 -6.285 -3.744
O -5.211 -5.603 -3.511
H -6.671 -6.210 -4.803
H -6.348 -7.341 -3.473
H -7.247 -5.826 -3.168
H -5.015 -5.672 -2.576
C 3.147 5.172 1.883
O 1.747 5.373 1.971
H 3.371 4.726 0.918
H 3.681 6.124 1.975
H 3.462 4.486 2.673
H 1.544 5.765 2.820
C 4.178 -3.891 -5.886
O 4.365 -2.477 -5.853
H 4.362 -4.287 -4.890
H 3.154 -4.128 -6.184
H 4.880 -4.343 -6.590
H 4.199 -2.147 -6.736
C -8.118 -0.491 3.395
O -7.805 -0.068 2.072
H -7.662 0.210 4.089
H -9.202 -0.495 3.550
H -7.717 -1.490 3.584
H -8.207 -0.688 1.464
C 5.052 1.997 3.552
O 3.952 1.321 4.153
H 5.951 1.780 4.125
H 5.186 1.648 2.524
H 4.876 3.076 3.557
H 3.165 1.520 3.630
C 6.573 0.299 -6.094
O 5.399 0.752 -5.436
H 7.124 1.163 -6.457
H 7.205 -0.262 -5.400
H 6.308 -0.337 -6.944
H 4.928 -0.026 -5.123
C 7.299 2.602 6.825
O 7.967 2.815 5.581
H 6.911 1.586 6.836
H 7.996 2.731 7.654
H 6.467 3.305 6.929
H 8.302 3.710 5.583
C 6.397 3.822 10.053
O 7.625 3.100 10.046
H 6.499 4.687 9.401
H 5.587 3.189 9.682
H 6.160 4.166 11.063
H 7.513 2.344 10.622
C -0.883 3.051 5.387
O -0.887 1.942 4.508
H 0.115 3.488 5.378
H -1.606 3.802 5.051
H -1.126 2.738 6.409
H -1.771 1.569 4.509
C 2.924 -7.584 -5.474
O 3.191 -7.144 -6.804
H 3.409 -6.901 -4.781
H 1.848 -7.581 -5.286
H 3.323 -8.592 -5.325
H 2.754 -7.755 -7.397
```


3.
# C15H6Cl3N3O2PtS3

A molecular structure, C15H6Cl3N3O2PtS3 (ωB97M-V/def2-TZVPD, the Open Molecules 2025 dataset).

Results
orbital gap (alpha / beta): 5.91 / 5.06 eV
energy: -3584.31713 hartree
HOMO level (alpha / beta): -3.483 / -5.533 eV
2S+1: 6
energy above the lowest of the compared OMol25 structures with the same formula, charge and spin: 7.6 kcal per mole
net charge: -1

The geometry in XYZ format:
```
33
C15H6Cl3N3O2PtS3 ωB97M-V/def2-TZVPD
Pt 0.260 -1.165 -0.872
O 0.264 1.137 -0.382
N -0.870 1.743 -0.294
C -0.856 3.122 -0.024
C -2.009 3.786 0.175
C -3.270 3.114 0.099
C -3.277 1.752 -0.242
C -2.108 1.062 -0.463
S -2.117 -0.567 -1.016
H 0.124 3.571 0.019
H -1.957 4.846 0.384
H -4.196 3.648 0.249
H -4.203 1.207 -0.361
Cl 0.626 1.539 5.631
C 1.016 0.787 4.118
C 0.248 -0.273 3.663
C 0.569 -0.851 2.454
Cl -0.413 -2.123 1.808
C 1.645 -0.422 1.634
O 1.948 -0.990 0.512
C 2.381 0.669 2.160
Cl 3.695 1.268 1.222
C 2.081 1.263 3.371
H -0.586 -0.637 4.246
H 2.670 2.101 3.715
S 1.206 -1.288 -3.140
C 0.841 -2.979 -3.088
S 0.148 -3.519 -1.600
C 1.083 -3.834 -4.146
C 1.691 -3.387 -5.346
N 2.185 -3.051 -6.332
C 0.727 -5.205 -4.088
N 0.454 -6.325 -4.066
```


4.
# C15H6N4O13

C15H6N4O13 in the gas phase (ωB97M-V/def2-TZVPD, the Open Molecules 2025 dataset).

Results
orbital gap: 7.44 eV
energy: -1771.93430 hartree
HOMO level: -10.444 eV
structure (SMILES): O=C1c2c(O)c([N+](=O)[O-])cc([N+](=O)[O-])c2C(=O)c2c1c(O)c([N+](=O)[O-])c(CO)c2[N+](=O)[O-]
2S+1: 1
energy above the lowest of the compared OMol25 structures with the same formula, charge and spin: 0.0 kcal per mole

The geometry in XYZ format:
```
38
C15H6N4O13 ωB97M-V/def2-TZVPD
O 0.945 -1.550 2.299
C 0.794 -0.829 1.310
C 1.819 0.224 1.074
C 2.734 0.661 2.057
O 2.781 -0.059 3.249
C 3.678 1.693 1.844
N 4.526 2.251 2.834
O 5.563 2.807 2.498
O 4.077 2.289 3.993
C 3.672 2.281 0.571
C 2.676 1.929 -0.389
N 2.687 2.645 -1.596
O 1.637 3.203 -1.992
O 3.749 2.613 -2.197
C 1.774 0.854 -0.205
C 0.782 0.381 -1.199
O 1.104 0.456 -2.403
C -0.453 -0.366 -0.756
C -0.417 -0.961 0.516
C -1.537 -1.697 0.951
O -1.533 -2.187 2.237
C -2.657 -1.875 0.104
N -3.620 -2.782 0.540
O -4.491 -2.379 1.339
O -3.550 -3.924 0.111
C -2.757 -1.221 -1.136
C -4.055 -1.339 -1.957
O -4.771 -0.104 -1.971
C -1.626 -0.453 -1.536
N -1.712 0.253 -2.746
O -1.663 -0.383 -3.796
O -1.849 1.451 -2.731
H 2.058 -0.710 3.229
H 4.355 3.074 0.270
H -0.594 -2.201 2.548
H -4.678 -2.161 -1.557
H -3.837 -1.702 -2.973
H -5.614 -0.183 -2.434
```


5.
# C15H7N3O5Pt

A molecular structure, C15H7N3O5Pt (ωB97M-V/def2-TZVPD, the Open Molecules 2025 dataset).

Results
orbital gap (alpha / beta): 6.10 / 5.54 eV
energy: -1234.84846 hartree
HOMO level (alpha / beta): -14.548 / -14.542 eV
2S+1: 3
net charge: +2

The geometry in XYZ format:
```
31
C15H7N3O5Pt ωB97M-V/def2-TZVPD
O 1.849 3.707 -3.111
C 0.982 3.357 -2.440
Pt -0.831 3.228 -1.555
O -1.863 6.127 -2.411
C -1.362 5.149 -2.070
C -2.622 2.946 -0.632
O -3.510 2.543 -0.021
C 0.016 3.756 0.185
O 0.464 4.203 1.151
C -1.569 2.551 -3.321
O -2.000 2.215 -4.335
N 2.639 -5.657 4.091
C 2.217 -4.804 3.405
C 1.666 -3.787 2.546
C 2.147 -2.471 2.566
C 1.595 -1.487 1.734
C 0.551 -1.837 0.870
C 0.058 -3.156 0.837
C 0.621 -4.121 1.679
N -0.028 -0.864 0.021
C -1.065 -1.111 -0.880
C -1.401 0.087 -1.449
N -0.545 1.044 -0.970
C 0.255 0.474 -0.071
H 2.958 -2.220 3.241
H 1.966 -0.459 1.749
H -0.757 -3.445 0.169
H 0.242 -5.142 1.663
H -1.501 -2.081 -1.020
H -2.189 0.300 -2.151
H 1.018 0.954 0.533
```


6.
# C15H8Br4Cl6GeO5OsS

A molecular structure, C15H8Br4Cl6GeO5OsS (ωB97M-V/def2-TZVPD, the Open Molecules 2025 dataset).

Results
orbital gap (alpha / beta): 8.34 / 5.58 eV
energy: -16575.38803 hartree
HOMO level (alpha / beta): -11.776 / -11.994 eV
2S+1: 6
net charge: +1

The geometry in XYZ format:
```
41
C15H8Br4Cl6GeO5OsS ωB97M-V/def2-TZVPD
Os 0.941 0.361 -0.343
Br 6.197 -0.739 3.995
C 4.606 -0.901 3.065
C 3.796 -2.088 3.242
Br 4.363 -3.426 4.404
C 2.617 -2.235 2.559
Br 1.500 -3.720 2.706
C 2.210 -1.210 1.670
O 1.131 -1.266 0.976
C 3.021 -0.018 1.513
O 2.552 0.898 0.699
C 4.212 0.121 2.208
Br 5.200 1.682 1.930
Cl -1.579 -3.321 -1.819
C -0.625 -2.431 -3.026
Cl 0.261 -3.545 -4.039
Cl -1.676 -1.409 -4.013
C 0.348 -1.533 -2.240
O 1.540 -1.671 -2.233
O -0.273 -0.590 -1.524
C -2.161 2.686 2.218
S -1.471 2.543 0.582
O -0.140 1.780 0.851
C -2.548 1.374 -0.174
C -3.092 1.744 -1.398
C -3.909 0.842 -2.065
C -4.153 -0.406 -1.513
C -3.587 -0.769 -0.294
C -2.780 0.122 0.386
H -2.221 1.708 2.688
H -3.150 3.130 2.110
H -1.509 3.350 2.782
H -2.880 2.719 -1.819
H -4.345 1.113 -3.017
H -4.780 -1.112 -2.041
H -3.778 -1.749 0.121
H -2.326 -0.164 1.327
Cl 0.911 1.365 -4.068
Ge 1.928 1.710 -2.230
Cl 3.988 1.288 -2.465
Cl 1.662 3.766 -1.711
```


7.
# C15H8FI2IrN3OSe

A molecular structure, C15H8FI2IrN3OSe (ωB97M-V/def2-TZVPD, the Open Molecules 2025 dataset).

Results
orbital gap (alpha / beta): 7.51 / 5.76 eV
energy: -4016.56199 hartree
HOMO level (alpha / beta): -11.666 / -11.894 eV
2S+1: 5
energy above the lowest of the compared OMol25 structures with the same formula, charge and spin: 4.8 kcal per mole
net charge: +1

The geometry in XYZ format:
```
32
C15H8FI2IrN3OSe ωB97M-V/def2-TZVPD
Ir -1.369 -0.118 -2.408
I -2.280 -3.638 1.726
C -0.546 -2.757 1.029
C 0.704 -3.216 1.503
C 1.840 -2.998 0.811
I 3.625 -3.776 1.505
C 1.837 -2.147 -0.403
C 3.031 -1.985 -1.216
C 2.923 -1.274 -2.345
C 1.643 -0.772 -2.716
N 0.573 -0.918 -1.930
C 0.633 -1.670 -0.805
C -0.613 -1.830 -0.024
O -1.680 -1.274 -0.394
H 0.818 -3.907 2.334
H 4.051 -2.250 -0.831
H 3.680 -0.994 -2.995
H 1.512 -0.239 -3.658
F -2.978 0.222 -3.339
Se -3.655 1.982 -1.172
N -1.937 1.456 -0.934
C -1.473 2.002 0.177
C -0.143 1.920 0.678
C 0.233 2.703 1.715
C -0.764 3.546 2.357
C -2.054 3.581 2.038
C -2.485 2.854 0.851
N -3.677 2.976 0.269
H 0.611 1.411 0.177
H 1.242 2.817 2.106
H -0.473 4.195 3.210
H -2.828 4.097 2.683
```


8.
# C15H9BeFIN3O4S

A molecular structure, C15H9BeFIN3O4S (ωB97M-V/def2-TZVPD, the Open Molecules 2025 dataset).

Results
orbital gap: 1.82 eV
energy: -1851.74728 hartree
HOMO level: -13.286 eV
2S+1: 1
net charge: +2

The geometry in XYZ format:
```
35
C15H9BeFIN3O4S ωB97M-V/def2-TZVPD
C 1.734 0.722 0.725
N 0.644 0.247 -0.187
C -0.527 -0.144 0.510
C -0.640 -1.471 0.940
C 0.410 -2.471 0.592
O 1.589 -2.269 1.424
N 2.394 -3.414 1.357
O 3.125 -3.368 0.424
C -1.753 -1.844 1.677
C -2.744 -0.929 1.965
O -3.860 -1.352 2.696
C -4.071 -0.608 3.748
N -4.332 0.225 4.473
C -2.678 0.369 1.519
C -1.559 0.753 0.788
S -1.468 2.382 0.204
C -0.526 2.194 -1.199
C -0.652 3.096 -2.258
C 0.121 2.930 -3.377
I -0.040 4.217 -4.992
C 1.042 1.867 -3.456
F 1.755 1.679 -4.528
C 1.214 0.989 -2.387
O 2.118 -0.026 -2.492
C 0.426 1.130 -1.248
H 2.690 0.653 0.217
H 1.579 1.766 0.995
H 1.759 0.096 1.605
H 0.051 -3.486 0.728
H 0.694 -2.342 -0.450
H -1.840 -2.863 2.024
H -3.490 1.046 1.732
H -1.358 3.907 -2.196
H 2.970 0.244 -2.131
Be 5.223 -3.924 0.559
```